--- a ---
Below is 2 unconnected molecules or ions with the total composition C3H12N3O, with properties calculated with the ωB97M-V functional and the def2-TZVPD basis.

The geometry in ORCA input format:
```
! RIJCOSX wB97M-V def2-TZVPD def2/J DEFGRID3
* xyz 1 1
C 1.86 1.74 0.29
C 0.09 0.12 1.16
N 1.20 0.47 0.46
N -0.41 0.92 2.12
N -0.39 -1.15 1.10
H 1.23 -0.18 -0.32
H 1.36 2.54 -0.25
H 2.82 1.62 -0.24
H 0.04 1.83 2.13
H -0.52 0.60 3.07
H -0.64 -1.51 0.15
H -1.18 -1.23 1.77
H 2.10 2.14 1.29
C -1.27 -1.69 -2.28
O -0.96 -0.61 -1.38
H -1.22 0.28 -1.66
H -1.84 -2.36 -1.73
H -0.30 -2.06 -2.57
H -1.97 -1.46 -3.11
*
```

## Properties
* frontier orbital gap: 11.4 eV
* highest occupied orbital energy: -14.5 eV
* LUMO level: -3.1 eV

Atom charges from the Mulliken analysis, given in e for atoms 1 to 8:
1 C -0.970
2 C 0.531
3 N -0.111
4 N -0.447
5 N -0.439
6 H 0.280
7 H 0.361
8 H 0.325

***

--- b ---
Below is 2 unconnected molecules or ions with the total composition C3H12N3O, with properties calculated with the ωB97M-V functional and the def2-TZVPD basis.

The geometry in ORCA input format:
```
! RIJCOSX wB97M-V def2-TZVPD def2/J DEFGRID3
* xyz 1 1
C -1.04 -1.77 0.34
C 0.43 -0.63 -1.15
N 1.31 -0.33 -0.18
N -0.68 -1.35 -1.02
N 0.69 -0.27 -2.42
H 1.05 -0.69 0.73
H 1.44 0.67 -0.06
H -1.46 -1.50 -1.63
H 0.29 -0.75 -3.22
H 1.42 0.39 -2.67
H -0.25 -2.36 0.80
H -1.98 -2.36 0.43
H -1.33 -0.90 0.93
C 0.21 1.87 1.86
O -0.29 1.49 0.57
H -0.80 2.25 0.21
H 0.28 2.96 1.95
H -0.60 1.62 2.55
H 1.29 1.66 2.00
*
```

## Properties
* frontier orbital gap: 11.8 eV
* highest occupied orbital energy: -14.6 eV
* LUMO level: -2.9 eV

Atom charges from the Mulliken analysis, given in e for atoms 1 to 8:
1 C -0.976
2 C 0.710
3 N -0.539
4 N -0.190
5 N -0.378
6 H 0.306
7 H 0.327
8 H 0.282

***

--- c ---
Below is 2 unconnected molecules or ions with the total composition C3H12N3O, with properties calculated with the ωB97M-V functional and the def2-TZVPD basis.

The geometry in ORCA input format:
```
! RIJCOSX wB97M-V def2-TZVPD def2/J DEFGRID3
* xyz 1 1
O 0.24 -2.02 1.75
C 1.38 -1.72 1.75
C 1.83 -0.27 1.66
N 0.69 0.58 1.28
H 2.23 -2.42 1.80
H 2.29 0.04 2.60
H 2.58 -0.22 0.87
H 1.01 1.54 1.17
H 0.15 0.19 0.35
H -0.04 0.64 1.99
N -0.52 -0.23 -0.97
C -1.24 0.98 -1.48
N -2.28 0.76 -2.43
H -1.16 -0.99 -0.76
H 0.10 -0.56 -1.70
H -1.66 1.48 -0.61
H -0.49 1.63 -1.92
H -1.98 0.27 -3.27
H -3.12 0.32 -2.08
*
```

## Properties
* frontier orbital gap: 10.0 eV
* highest occupied orbital energy: -13.1 eV
* LUMO level: -3.2 eV

Atom charges from the Mulliken analysis, given in e for atoms 1 to 8:
1 O -0.420
2 C 0.094
3 C -0.554
4 N -0.301
5 H 0.375
6 H 0.387
7 H 0.334
8 H 0.362

***

Bottom line: a, by a margin of 1.5 kcal/mol.

***

--- a ---
Below is 8 unconnected molecules or ions with the total composition C32H48O24, with properties calculated with the ωB97M-V functional and the def2-TZVPD basis.

The geometry in ORCA input format:
```
! RIJCOSX wB97M-V def2-TZVPD def2/J DEFGRID3
* xyz 0 1
C -1.01 7.65 -1.09
C -2.46 7.49 -0.68
C -2.77 8.27 0.55
O -3.72 9.23 0.25
C -4.01 9.10 -1.04
O -4.89 9.81 -1.56
O -3.27 8.14 -1.59
H -0.41 6.99 -0.47
H -0.75 8.71 -1.12
H -0.86 7.42 -2.15
H -2.78 6.45 -0.69
H -1.87 8.76 0.93
H -3.05 7.67 1.41
C 2.57 -5.20 -2.98
C 2.59 -4.03 -4.00
C 2.77 -4.45 -5.50
O 1.67 -3.79 -6.15
C 0.88 -3.29 -5.22
O -0.23 -2.81 -5.51
O 1.30 -3.47 -3.98
H 1.79 -5.95 -3.14
H 2.31 -4.75 -2.03
H 3.56 -5.61 -2.79
H 3.40 -3.33 -3.82
H 2.80 -5.51 -5.72
H 3.73 -4.06 -5.83
C -3.46 3.23 -4.83
C -4.45 4.29 -5.43
C -4.05 4.84 -6.78
O -5.26 4.71 -7.50
C -6.15 4.04 -6.85
O -7.26 3.74 -7.29
O -5.66 3.60 -5.67
H -3.30 2.42 -5.54
H -3.95 2.77 -3.97
H -2.51 3.62 -4.47
H -4.57 5.10 -4.71
H -3.26 4.16 -7.12
H -3.64 5.84 -6.69
C -8.04 -1.88 -2.55
C -9.00 -1.32 -3.62
C -8.82 -1.65 -5.10
O -10.14 -1.73 -5.57
C -11.00 -1.83 -4.53
O -12.22 -1.89 -4.63
O -10.35 -1.71 -3.39
H -8.41 -1.67 -1.55
H -7.01 -1.54 -2.56
H -7.96 -2.96 -2.71
H -8.93 -0.23 -3.55
H -8.29 -2.60 -5.15
H -8.27 -0.85 -5.59
C -10.77 8.26 -6.13
C -11.54 8.89 -7.26
C -10.94 8.52 -8.62
O -12.06 7.96 -9.35
C -13.14 7.92 -8.61
O -14.23 7.55 -9.07
O -12.85 8.34 -7.35
H -11.26 8.48 -5.18
H -9.81 8.74 -5.95
H -10.61 7.19 -6.24
H -11.66 9.97 -7.12
H -10.07 7.87 -8.51
H -10.53 9.38 -9.16
C 3.55 -0.65 1.53
C 3.02 0.70 0.97
C 2.08 0.51 -0.27
O 0.96 1.26 0.06
C 1.00 1.67 1.33
O 0.19 2.40 1.87
O 2.12 1.28 1.93
H 4.04 -0.44 2.48
H 4.28 -1.16 0.91
H 2.70 -1.22 1.92
H 3.74 1.50 0.75
H 1.77 -0.53 -0.41
H 2.55 0.97 -1.14
C -5.22 -1.28 -12.11
C -4.03 -0.29 -12.00
C -4.01 0.45 -10.67
O -2.61 0.32 -10.39
C -1.99 -0.64 -11.23
O -0.79 -0.99 -11.18
O -2.87 -1.04 -12.17
H -5.33 -1.95 -11.26
H -5.04 -1.87 -13.01
H -6.16 -0.72 -12.17
H -3.95 0.41 -12.83
H -4.55 0.04 -9.82
H -4.25 1.51 -10.80
C -6.03 10.04 -11.75
C -5.58 11.19 -10.87
C -5.75 12.53 -11.43
O -6.27 13.30 -10.34
C -6.74 12.44 -9.44
O -7.34 12.64 -8.37
O -6.54 11.22 -9.88
H -6.97 10.23 -12.27
H -6.14 9.09 -11.23
H -5.37 10.05 -12.61
H -4.62 10.99 -10.40
H -6.35 12.66 -12.33
H -4.81 12.98 -11.72
*
```

## Properties
* frontier orbital gap: 10.2 eV
* highest occupied orbital energy: -10.3 eV
* SMILES string: C[C@H]1COC(=O)O1.C[C@H]1COC(=O)O1.C[C@H]1COC(=O)O1.C[C@H]1COC(=O)O1.C[C@H]1COC(=O)O1.C[C@H]1COC(=O)O1.C[C@H]1COC(=O)O1.C[C@H]1COC(=O)O1
* LUMO level: -0.1 eV

Atom charges from the Mulliken analysis, given in e for atoms 1 to 8:
1 C -1.480
2 C 0.512
3 C -0.508
4 O -0.312
5 C 0.690
6 O -0.604
7 O -0.339
8 H 0.384

***

--- b ---
Below is 8 unconnected molecules or ions with the total composition C32H48O24, with properties calculated with the ωB97M-V functional and the def2-TZVPD basis.

The geometry in ORCA input format:
```
! RIJCOSX wB97M-V def2-TZVPD def2/J DEFGRID3
* xyz 0 1
C -0.41 -1.71 1.13
C -1.23 -0.63 0.35
C -0.47 0.59 -0.24
O -0.46 0.35 -1.63
C -1.21 -0.69 -1.90
O -1.66 -0.99 -2.99
O -1.66 -1.26 -0.86
H -0.98 -2.47 1.27
H -0.13 -1.28 2.21
H 0.31 -2.16 0.53
H -1.90 -0.28 1.03
H 0.54 0.68 0.04
H -1.01 1.50 -0.05
C 1.73 -3.24 -2.37
C 0.91 -4.26 -1.77
C 1.43 -5.71 -2.06
O 1.84 -6.03 -0.69
C 1.41 -5.23 0.14
O 1.59 -5.29 1.39
O 0.81 -4.19 -0.35
H 1.47 -3.03 -3.49
H 2.73 -3.41 -2.20
H 1.34 -2.30 -2.07
H 0.06 -4.00 -2.35
H 2.29 -5.83 -2.63
H 0.48 -6.21 -2.37
C -0.49 -0.18 -6.99
C -1.59 0.33 -6.04
C -1.14 1.63 -5.41
O -1.85 2.64 -5.94
C -2.80 2.13 -6.85
O -3.68 2.77 -7.43
O -2.57 0.83 -6.97
H -0.83 -1.07 -7.61
H 0.06 -0.85 -6.28
H -0.08 0.65 -7.73
H -1.80 -0.30 -5.40
H -0.21 1.95 -5.28
H -1.52 1.61 -4.35
C 2.77 -0.35 5.95
C 2.49 -1.22 4.83
C 2.98 -0.83 3.43
O 4.21 -1.63 3.31
C 4.31 -2.53 4.21
O 5.19 -3.30 4.29
O 3.28 -2.35 5.08
H 2.35 0.68 5.65
H 3.85 0.16 6.00
H 2.20 -0.72 6.87
H 1.45 -1.51 4.77
H 3.15 0.30 3.20
H 2.50 -1.16 2.51
C -5.06 -3.24 -1.35
C -4.69 -2.86 0.17
C -5.33 -1.45 0.60
O -6.20 -1.98 1.66
C -6.15 -3.39 1.78
O -6.90 -3.93 2.51
O -5.16 -3.87 1.03
H -4.51 -2.42 -1.79
H -6.08 -3.45 -1.38
H -4.32 -3.91 -1.88
H -3.54 -2.54 0.19
H -5.78 -1.11 -0.29
H -4.67 -0.71 1.31
C 7.22 0.26 1.11
C 6.37 -0.51 0.13
C 5.88 -1.88 0.71
O 4.53 -1.94 0.32
C 4.20 -0.76 -0.09
O 3.03 -0.42 -0.48
O 5.10 0.11 -0.35
H 6.56 0.52 1.96
H 7.74 1.08 0.58
H 7.98 -0.35 1.67
H 6.89 -0.74 -0.78
H 5.95 -1.89 1.74
H 6.37 -2.72 0.20
C -0.83 4.16 -0.75
C -2.33 4.45 -0.48
C -2.70 5.70 0.26
O -3.66 6.27 -0.57
C -3.86 5.57 -1.67
O -4.60 5.78 -2.69
O -3.18 4.49 -1.62
H -0.79 4.99 -1.51
H -0.72 3.24 -1.21
H -0.22 4.35 0.04
H -2.66 3.43 -0.12
H -1.89 6.37 0.44
H -3.29 5.54 1.03
C -0.36 5.40 3.20
C -0.54 4.06 3.86
C -1.76 3.26 3.38
O -1.19 2.19 2.69
C 0.06 2.04 3.01
O 0.73 1.04 2.85
O 0.44 3.17 3.63
H 0.01 5.23 2.00
H 0.38 5.85 3.71
H -1.11 5.97 3.23
H -0.70 4.19 4.97
H -2.48 3.92 2.91
H -2.22 2.85 4.25
*
```

## Properties
* frontier orbital gap: 9.9 eV
* highest occupied orbital energy: -10.2 eV
* SMILES string: C[C@H]1COC(=O)O1.C[C@H]1COC(=O)O1.C[C@H]1COC(=O)O1.C[C@H]1COC(=O)O1.C[C@H]1COC(=O)O1.C[C@H]1COC(=O)O1.C[C@H]1COC(=O)O1.C[C@H]1COC(=O)O1
* LUMO level: -0.3 eV

Atom charges from the Mulliken analysis, given in e for atoms 1 to 8:
1 C -1.765
2 C 0.329
3 C 0.340
4 O -0.243
5 C 0.515
6 O -0.692
7 O -0.179
8 H 0.975

***

Bottom line: a, by a margin of 204.8 kcal/mol.